Here is a single C8H10O5 molecule at a distorted geometry from OMol25. Energies are from the ωB97M-V functional and the def2-TZVPD basis.

Cartesian coordinates (Å):
O 1.60 0.09 -1.99
H 1.42 1.08 2.10
H 2.22 -1.87 -1.39
H 3.56 1.05 0.66
C -1.28 0.58 -1.36
C -0.96 -0.81 0.59
C -3.00 0.47 0.28
O 3.07 0.75 -0.02
H -2.64 -1.16 1.80
H 1.78 -1.64 0.88
O 1.32 -1.87 -0.99
O 2.29 -0.96 1.28
C -0.39 -0.19 -0.60
H -0.29 -1.56 1.24
H 2.55 0.16 -1.98
O 1.20 1.02 1.16
H -0.78 0.94 -2.23
H -2.92 1.79 -1.44
C -2.26 -0.52 1.01
C 1.10 -0.46 -0.87
C -2.49 1.02 -0.91
C 1.98 0.12 0.50
H -3.89 0.73 0.89

- ΔE to the lowest compared entry with this formula, charge and spin: 0.0 kcal per mole
- E_HOMO: -8.96 eV
- DFT total energy: -686.99433 Ha
- SMILES string: OC(O)(O)C(O)(O)c1ccccc1


Here is a single C3H4N2O2 molecule at a distorted geometry from OMol25. Energies are from the ωB97M-V functional and the def2-TZVPD basis.

Cartesian coordinates (Å):
N -1.80 1.03 -0.02
H -1.14 -2.13 -0.16
C -0.53 1.02 -0.08
H 1.82 -1.05 0.90
C 0.10 -0.26 -0.19
O 0.11 2.17 0.01
H 1.14 2.05 0.17
N 1.49 -0.54 0.03
O -2.24 -0.29 0.02
C -1.11 -1.09 0.06
H 2.17 -0.91 -0.74

- ΔE to the lowest compared entry with this formula, charge and spin: 100.1 kcal per mole
- E_HOMO: -9.51 eV
- DFT total energy: -376.60421 Ha
- SMILES string: Nc1conc1O